Computed, not measured: a molecular structure, C6H6ClO4S in a non-equilibrium geometry, with wB97M-V/def2-TZVPD.

Geometry as XYZ:
```
18
Properties=species:S:1:pos:R:3:forces:R:3:mulliken_charge:R:1
Cl -0.543 3.510 1.521 2.2 -2.2 -0.9 -0.069
O 2.054 1.876 -0.339 0.6 -0.3 1.4 -0.067
C -1.678 -0.845 -0.714 -1.7 1.1 0.4 -0.661
H -2.638 -0.705 -1.242 0.8 0.0 0.0 0.358
O 2.077 1.453 2.071 0.4 0.0 0.3 -0.384
H -1.496 1.229 -0.414 0.2 1.2 -0.6 0.397
C -1.405 -2.061 -0.140 2.1 0.1 0.5 -0.375
H -1.829 -3.026 -0.079 -1.8 -0.4 -1.3 0.389
C -0.969 0.320 -0.303 -2.1 -1.8 -0.3 -0.228
C -0.269 -2.192 0.632 0.7 2.8 -0.3 -0.443
S 1.193 1.619 0.993 -3.5 0.3 -0.1 0.811
H -0.067 -3.138 0.949 0.9 -2.3 1.3 0.479
H 1.617 0.752 -2.639 0.1 0.5 0.0 0.346
O 0.845 1.097 -2.145 0.1 -1.0 0.0 -0.204
H 1.264 -1.089 1.781 0.2 -0.5 -0.6 0.405
C 0.529 -1.091 0.971 0.1 -1.0 1.7 -0.598
C 0.052 0.099 0.545 1.4 2.1 0.0 0.870
O 1.263 2.195 -1.448 -0.8 1.5 -1.4 -0.024
```
Forces are in eV/Å.

Summary:
Lowest unoccupied orbital energy (spin up / spin down)   -8.02 / -8.03 eV
Kohn-Sham gap (spin up / spin down)   6.1 / 6.1 eV
Energy   -1390.9470 hartree
Relative energy (zero: lowest compared OMol25 entry of this formula, charge and spin)   0.0 kJ/mol
Charge   +1